This record from the Open Molecules 2025 dataset describes a cluster of 2 separate species, C2H8OS in total. The level of theory is wB97M-V/def2-TZVPD.

Geometry as XYZ:
```
12
Properties=species:S:1:pos:R:3:nbo_charge:R:1
C -1.3905 0.7898 -0.4178 -0.734
S -0.3874 -0.2424 -1.5465 0.158
C 0.2447 -1.5555 -0.5381 -0.785
H -2.3480 0.5852 -1.0327 0.235
H -1.0657 1.7646 -0.3389 0.222
H -1.3267 0.3877 0.6507 0.233
H 1.1117 -1.0940 0.1182 0.208
H -0.5866 -1.9564 0.0552 0.215
H 0.8631 -2.3478 -0.8448 0.244
O 1.4176 1.3019 1.1888 -0.925
H 1.9280 1.1642 0.6155 0.443
H 1.5397 1.2027 2.0904 0.485
```

SMILES = CSC.O
charge = 0
ΔE to the lowest compared entry with this formula, charge and spin = 66.4 kcal per mole

---

This record from the Open Molecules 2025 dataset describes the molecule C15H15BrN2. The level of theory is wB97M-V/def2-TZVPD.

Geometry as XYZ:
```
33
Properties=species:S:1:pos:R:3:nbo_charge:R:1
C -2.7160 2.2134 -0.9077 -0.653
C -1.2907 2.1225 -0.4322 0.232
N -0.8392 3.4032 -0.1217 -0.427
C 0.3838 3.4408 0.4681 0.055
C 1.1795 2.2497 0.6785 -0.257
C 0.7432 0.9263 0.4116 -0.001
C -0.5386 0.8870 -0.2628 -0.073
C -0.9837 -0.4968 -0.8497 0.139
C -2.1684 -1.0132 -0.1227 -0.603
C -1.2836 -0.4923 -2.4157 -0.617
N -0.0034 -1.5933 -0.5568 -0.609
C 1.0941 -1.4247 0.2762 0.164
C 1.7651 -2.5884 0.6197 -0.262
C 2.8467 -2.6849 1.5132 -0.007
Br 3.7918 -4.4337 1.8411 0.023
C 3.2671 -1.5130 2.0923 -0.300
C 2.6150 -0.2627 1.7715 -0.161
C 1.4697 -0.2810 0.8499 -0.069
H -2.8074 3.0818 -1.6245 0.245
H -3.0184 1.2306 -1.3138 0.205
H -3.3563 2.3940 -0.0596 0.230
H 0.7753 4.3599 0.7264 0.190
H 2.0828 2.4503 1.2728 0.208
H -1.7491 -1.2915 0.7405 0.212
H -2.6844 -1.8297 -0.7619 0.199
H -2.8711 -0.2937 0.0509 0.208
H -1.1499 -1.5023 -2.8160 0.217
H -2.2851 -0.2411 -2.7043 0.211
H -0.5140 0.0861 -2.9086 0.221
H -0.3897 -2.5753 -0.5369 0.400
H 1.4636 -3.5731 0.1334 0.216
H 4.2414 -1.4603 2.7082 0.237
H 2.9300 0.7055 2.2405 0.228
```

SMILES = Cc1nccc2c1C(C)(C)Nc1cc(Br)ccc1-2
charge = 0
ΔE to the lowest compared entry with this formula, charge and spin = 37.6 kcal per mole

---

This record from the Open Molecules 2025 dataset describes a structure of composition C21H22IrN7S. The level of theory is wB97M-V/def2-TZVPD.

Geometry as XYZ:
```
52
Properties=species:S:1:pos:R:3:nbo_charge:R:1
Ir -0.3071 1.2817 -0.7444 0.939
C -1.1530 1.9624 5.1838 -0.619
C 0.1829 2.0206 4.4617 -0.224
N 0.0792 2.6845 3.1520 -0.539
C -0.3409 2.0721 2.0642 0.313
S -0.6847 3.0578 0.6184 0.096
N -0.5458 0.7700 2.0534 -0.424
N -1.0639 0.4161 0.8381 -0.138
C -2.0921 -0.3499 0.6977 0.308
C -2.7258 -1.0743 1.8242 -0.687
C -2.6601 -0.3140 -0.6605 0.136
C -3.6793 -1.1272 -1.1093 -0.180
C -4.1930 -0.9110 -2.3825 -0.096
C -3.6897 0.1230 -3.1530 -0.205
C -2.6607 0.8988 -2.6505 0.072
N -2.1480 0.6771 -1.4373 -0.460
H -1.0281 1.4635 6.1437 0.242
H -1.8861 1.4030 4.6023 0.208
H -1.5447 2.9619 5.3702 0.224
H 0.5822 1.0228 4.2887 0.222
H 0.9186 2.5820 5.0341 0.227
H 0.2537 3.6759 3.0983 0.425
H -2.1888 -0.8876 2.7487 0.276
H -2.7209 -2.1471 1.6174 0.262
H -3.7656 -0.7608 1.9330 0.266
H -4.0646 -1.9149 -0.4774 0.256
H -4.9859 -1.5400 -2.7634 0.260
H -4.0842 0.3320 -4.1371 0.265
H -2.2285 1.7143 -3.2163 0.235
C 3.7430 2.4082 -1.1632 -0.227
C 2.4045 2.5317 -0.8499 0.046
N 1.7018 1.4724 -0.3983 -0.500
C 2.3110 0.2961 -0.2245 0.110
C 3.5997 0.0609 -0.6544 -0.088
C 4.3388 1.1549 -1.0970 -0.076
C 4.0813 -1.3244 -0.7083 -0.164
C 3.3855 -2.3816 -1.1344 -0.184
C 2.0365 -2.5087 -1.7417 0.185
C 1.5804 -3.7962 -2.0060 -0.249
C 0.3320 -3.9445 -2.5881 0.098
N -0.4138 -2.8981 -2.9352 -0.431
C 0.1258 -1.7157 -2.6885 0.243
N 1.2819 -1.4469 -2.0943 -0.505
H 4.2951 3.2744 -1.4978 0.261
H 1.8693 3.4664 -0.9501 0.234
H 1.7214 -0.4947 0.2145 0.226
H 5.3670 1.0239 -1.4111 0.251
H 5.1052 -1.4921 -0.3919 0.245
H 3.9011 -3.3335 -1.0837 0.236
H 2.1814 -4.6603 -1.7604 0.246
H -0.0780 -4.9264 -2.7920 0.225
H -0.4460 -0.8587 -3.0419 0.158
```

charge = +2
ΔE to the lowest compared entry with this formula, charge and spin = 8.6 kcal per mole

---

This record from the Open Molecules 2025 dataset describes a cluster of 4 separate species, C8H24BN6O4S in total. The level of theory is wB97M-V/def2-TZVPD.

Geometry as XYZ:
```
44
Properties=species:S:1:pos:R:3:nbo_charge:R:1
C 3.6256 0.2156 1.4940 -0.516
C 3.5932 -0.6333 0.3767 -0.311
B 3.9889 -2.2235 0.4679 -0.117
S 4.4934 -2.8168 -1.2758 -0.348
C 2.7921 -3.2108 0.9940 -0.269
O 1.6153 -3.2694 0.1404 -0.580
C 0.6615 -2.2815 0.4951 -0.055
C 0.2665 -1.5338 -0.8584 -0.641
H 3.0892 0.0026 2.4446 0.172
H 4.2218 1.1600 1.4323 0.163
H 3.3313 -0.1976 -0.6214 0.184
H 4.9094 -2.3351 1.2416 -0.055
H 4.8949 -1.6652 -1.9065 0.110
H 3.2104 -4.2634 0.9839 0.167
H 2.5178 -3.0234 2.0749 0.154
H -0.2941 -2.7223 0.9054 0.139
H 1.0419 -1.5181 1.2141 0.172
H -0.4310 -2.2191 -1.3871 0.198
H -0.1409 -0.5153 -0.6785 0.208
H 1.2346 -1.4451 -1.4193 0.223
C 0.7830 2.5601 0.9859 0.792
O 0.5890 1.7710 0.0744 -0.675
N 0.4180 2.2909 2.2686 -0.842
N 1.3745 3.7700 0.7998 -0.838
H 0.5616 2.9217 3.0326 0.383
H -0.0179 1.4042 2.4446 0.406
H 1.6587 4.0008 -0.1338 0.404
H 1.5373 4.4296 1.5350 0.382
C -3.4437 -1.3761 -2.4620 0.768
O -2.9362 -1.6167 -1.3811 -0.647
N -3.2565 -0.1914 -3.1081 -0.852
N -4.2392 -2.2715 -3.1158 -0.855
H -3.6613 0.0296 -3.9973 0.380
H -2.6727 0.4901 -2.6545 0.419
H -4.3964 -3.1556 -2.6678 0.407
H -4.6650 -2.0945 -4.0051 0.381
C -2.9428 3.0789 0.8446 0.770
O -2.1414 3.9915 0.9822 -0.676
N -2.5506 1.7956 0.6239 -0.857
N -4.2944 3.2725 0.8967 -0.859
H -3.1860 1.0285 0.5054 0.392
H -1.5558 1.6190 0.5725 0.435
H -4.6168 4.2088 1.0565 0.399
H -4.9672 2.5386 0.7849 0.384
```

charge = -1

---

This record from the Open Molecules 2025 dataset describes the molecule C19H25ClN4O2. The level of theory is wB97M-V/def2-TZVPD.

Geometry as XYZ:
```
51
Properties=species:S:1:pos:R:3:nbo_charge:R:1
C 5.2029 1.4527 -0.3964 -0.607
C 5.5978 -0.0156 -0.2378 -0.219
N 4.4553 -0.8880 -0.4728 -0.484
C 4.4734 -1.5769 -1.7472 -0.198
C 5.4690 -2.7371 -1.8619 -0.636
C 4.0710 -1.7112 0.6571 -0.216
C 3.3526 -0.8542 1.7057 -0.235
N 2.2554 -0.1501 1.0865 -0.616
C 0.9811 -0.2472 1.5071 0.683
O 0.6524 -0.8486 2.5090 -0.641
C -0.0214 0.4777 0.6140 -0.505
C -1.1457 1.0621 1.4691 -0.216
N -2.2165 1.5933 0.6506 -0.191
N -3.3156 0.8786 0.6127 -0.179
C -4.3430 1.2710 -0.0910 0.119
C -5.5242 0.4037 -0.0722 -0.083
C -5.3829 -0.9395 0.2810 -0.118
C -6.4725 -1.7852 0.3058 -0.246
C -7.7262 -1.2905 -0.0231 -0.025
Cl -9.0954 -2.3431 -0.0018 0.009
C -7.8920 0.0423 -0.3646 -0.232
C -6.7948 0.8821 -0.3878 -0.189
C -4.2791 2.4826 -0.8428 -0.174
C -3.1440 3.2166 -0.8089 -0.249
C -2.0025 2.7904 -0.0284 0.577
O -0.9344 3.3701 0.0598 -0.630
H 4.7792 1.6221 -1.3832 0.205
H 6.0760 2.0899 -0.2799 0.207
H 4.4650 1.7367 0.3490 0.203
H 5.9918 -0.1784 0.7699 0.189
H 6.4064 -0.2400 -0.9424 0.185
H 4.6937 -0.8316 -2.5161 0.193
H 3.4629 -1.9555 -1.9326 0.192
H 5.2282 -3.5219 -1.1490 0.204
H 5.4308 -3.1569 -2.8636 0.215
H 6.4846 -2.3980 -1.6702 0.203
H 4.9254 -2.2188 1.1329 0.176
H 3.3755 -2.4736 0.2993 0.202
H 4.0479 -0.1315 2.1452 0.187
H 2.9410 -1.4771 2.5021 0.240
H 2.4837 0.2780 0.2012 0.412
H 0.4644 1.2719 0.0479 0.235
H -0.4398 -0.2530 -0.0839 0.226
H -1.5643 0.2859 2.1105 0.247
H -0.7463 1.8768 2.0784 0.226
H -4.4019 -1.3072 0.5355 0.229
H -6.3564 -2.8229 0.5761 0.229
H -8.8735 0.4187 -0.6069 0.228
H -6.9434 1.9223 -0.6335 0.213
H -5.1186 2.7914 -1.4461 0.222
H -3.0332 4.1363 -1.3626 0.234
```

SMILES = CCN(CC)CCNC(=O)CCn1nc(-c2ccc(Cl)cc2)ccc1=O
charge = 0
ΔE to the lowest compared entry with this formula, charge and spin = 20.2 kcal per mole

---

This record from the Open Molecules 2025 dataset describes a structure of composition C19H41BBrF2N4OPdSi. The level of theory is wB97M-V/def2-TZVPD.

Geometry as XYZ:
```
71
Properties=species:S:1:pos:R:3:mulliken_charge:R:1
Pd -0.2547 0.4092 -0.2971 -0.222
N -1.2047 -2.0584 -0.1480 -0.088
C -1.3779 -2.0312 -1.4883 0.639
N -2.2021 -3.0223 -2.0277 -0.538
O -0.8493 -1.2043 -2.2226 -0.581
H -1.8602 -2.5527 0.4326 0.246
H -0.8341 -1.1269 0.2378 -0.039
H -2.3035 -3.8855 -1.5221 0.198
H -2.0831 -3.1245 -3.0200 0.260
C 6.5883 -1.1580 1.6797 -1.676
C 5.1280 -0.7488 1.4392 2.180
C 4.5232 -0.2851 2.7735 -1.906
C 5.1110 0.4877 0.5264 -1.960
Si 4.0673 -2.1896 0.6687 -0.115
Br 2.0026 -1.2435 0.4525 0.098
C 3.8237 -3.7285 1.8512 2.173
C 3.2295 -3.2779 3.1950 -1.971
C 5.1235 -4.4937 2.1385 -1.495
C 2.8160 -4.7128 1.2379 -1.963
C 4.5702 -2.6883 -1.1494 2.158
C 4.6437 -1.4400 -2.0432 -2.041
C 3.4973 -3.5928 -1.7759 -1.889
C 5.9205 -3.4148 -1.2235 -1.627
H 7.1447 -0.3110 2.0962 0.468
H 7.0842 -1.4551 0.7531 0.266
H 6.6666 -1.9850 2.3882 0.276
H 5.0599 0.6064 3.1146 0.592
H 4.6111 -1.0355 3.5563 0.301
H 3.4725 -0.0131 2.6583 0.253
H 5.5693 1.3274 1.0593 0.596
H 4.0916 0.7809 0.2669 0.280
H 5.6793 0.3384 -0.3887 0.297
H 3.9647 -2.7637 3.8110 0.342
H 2.8963 -4.1578 3.7564 0.571
H 2.3708 -2.6196 3.0524 0.301
H 5.8661 -3.8616 2.6281 0.257
H 5.5680 -4.8978 1.2275 0.229
H 4.9138 -5.3366 2.8075 0.463
H 1.9036 -4.2014 0.9235 0.300
H 2.5462 -5.4662 1.9862 0.573
H 3.2329 -5.2432 0.3834 0.314
H 3.7481 -0.8225 -1.9471 0.361
H 4.7262 -1.7522 -3.0899 0.591
H 5.5165 -0.8295 -1.8214 0.324
H 2.5093 -3.1327 -1.7122 0.249
H 3.4556 -4.5752 -1.3102 0.302
H 3.7317 -3.7442 -2.8352 0.588
H 6.7302 -2.8118 -0.8083 0.202
H 6.1678 -3.6254 -2.2702 0.472
H 5.8977 -4.3682 -0.6922 0.308
F 1.4045 2.1905 1.4442 -0.307
B 0.5333 2.1353 0.3618 -0.267
F 0.4247 3.4421 -0.0860 -0.299
N -2.6384 0.4772 0.6467 -0.477
C -3.3919 1.2851 0.2942 0.367
N -4.0385 2.2477 -0.3500 0.118
C -5.2127 2.8817 0.2187 -0.919
C -4.9122 4.3075 0.6931 -0.545
C -4.0724 5.0909 -0.3417 -0.543
C -3.9339 4.3215 -1.6564 -0.860
C -3.2983 2.9626 -1.4042 -0.391
H -5.5621 2.2767 1.0533 0.453
H -6.0146 2.9038 -0.5270 0.341
H -4.3758 4.2580 1.6419 0.282
H -5.8634 4.8087 0.8897 0.340
H -3.0697 5.2627 0.0540 0.305
H -4.5174 6.0697 -0.5303 0.325
H -3.3014 4.8703 -2.3553 0.384
H -4.9133 4.2109 -2.1303 0.331
H -2.2593 3.0835 -1.0856 0.189
H -3.2931 2.3586 -2.3162 0.255
```

charge = -1
ΔE to the lowest compared entry with this formula, charge and spin = 34.0 kcal per mole

---

| no. | E_LUMO (eV) |
| --- | --- |
| 1 | 0.837 |
| 2 | -0.015 |
| 3 | -7.674 |
| 4 | 2.258 |
| 5 | 0.022 |
| 6 | 2.671 |